Density functional theory data (wB97M-V/def2-TZVPD) for a structure of composition C6H7LiO6Rh in a non-equilibrium geometry.

```
21
Properties=species:S:1:pos:R:3:forces:R:3
Rh -0.54706 -2.73246 -2.17722 -0.9 -5.5 -4.3
O 0.49299 -1.33669 -1.59247 1.7 3.1 1.2
O -0.92353 0.43831 -0.69625 0.1 -0.5 -2.1
C -2.26085 0.33090 -1.16982 -0.6 0.4 0.9
C -2.71033 -1.01428 -0.62224 -1.0 0.2 0.2
O -1.50172 -1.79035 -0.69591 0.3 0.9 1.2
C -0.34005 -0.90981 -0.67709 -1.8 2.6 3.0
H -2.84702 1.16582 -0.77239 0.2 0.0 -0.3
H -2.27185 0.33319 -2.27038 0.2 0.2 -0.2
H -3.48354 -1.50075 -1.22340 0.1 0.1 0.2
H -3.01596 -0.95863 0.42982 0.0 0.0 -0.2
Li 4.63747 3.27393 1.29204 0.5 0.4 0.0
O 2.77527 2.89743 2.17994 0.0 -0.3 -0.5
O 1.45342 1.23634 1.37581 -1.8 -1.6 -0.4
C 1.39113 0.09805 0.82625 3.2 0.9 -0.7
C 0.21386 -0.75900 0.73858 1.0 -0.7 4.0
O 3.54787 1.67708 0.47621 -0.1 -0.1 0.1
C 2.74127 2.03506 1.32066 0.2 0.1 0.4
H 2.35541 -0.26701 0.43807 -0.1 0.1 -0.2
H -0.16774 -0.42061 1.78488 -1.8 -0.3 -2.0
H 0.46095 -1.79651 1.03492 0.7 0.1 -0.2
```
Positions in Å, forces in eV/Å.

Properties
* molecular weight: 284.96 g/mol
* E: -800.939393 hartree
* E_LUMO (spin up / spin down): -0.4546 / -0.6458 Ha
* spin multiplicity: 5
* charge: +3
* orbital gap (spin up / spin down): 9.56 / 2.86 eV
* HOMO energy (spin up / spin down): -21.93 / -20.43 eV

Density functional theory data (wB97M-V/def2-TZVPD) for a structure of composition C24H31BiF9N2O5.

```
72
Properties=species:S:1:pos:R:3:forces:R:3
Bi -0.48656 0.49021 0.12679 0.0 0.0 0.0
C -5.02864 0.75165 -0.18945 0.0 0.0 0.0
C -3.63839 0.34547 -0.61971 0.0 0.0 0.0
O -2.71446 1.17096 -0.29503 0.0 0.0 0.0
C -3.46341 -0.82468 -1.32402 0.0 0.0 0.0
C -2.26292 -1.23240 -1.98379 0.0 0.0 0.0
C -2.40992 -2.24102 -3.09144 0.0 0.0 0.0
N -1.07794 -0.74771 -1.73478 0.0 0.0 0.0
N -0.09243 -1.11814 -2.64463 0.0 0.0 0.0
C 0.95932 -0.33717 -2.58437 0.0 0.0 0.0
O 1.13697 0.62780 -1.78144 0.0 0.0 0.0
C 2.03488 -0.63300 -3.59026 0.0 0.0 0.0
C 1.91495 -1.66672 -4.51461 0.0 0.0 0.0
C 2.93305 -1.91624 -5.42161 0.0 0.0 0.0
C 4.08209 -1.13416 -5.41679 0.0 0.0 0.0
C 4.20485 -0.10249 -4.49685 0.0 0.0 0.0
C 3.18579 0.14535 -3.58804 0.0 0.0 0.0
H -5.04847 0.85025 0.89831 0.0 0.0 0.0
H -5.78985 0.03793 -0.50147 0.0 0.0 0.0
H -5.25940 1.73226 -0.61086 0.0 0.0 0.0
H -4.34865 -1.40267 -1.54891 0.0 0.0 0.0
H -3.41857 -2.65101 -3.09526 0.0 0.0 0.0
H -1.67385 -3.03588 -2.97591 0.0 0.0 0.0
H -2.20596 -1.77024 -4.05405 0.0 0.0 0.0
H 1.01684 -2.26914 -4.50121 0.0 0.0 0.0
H 2.83376 -2.72690 -6.13379 0.0 0.0 0.0
H 4.87901 -1.33293 -6.12347 0.0 0.0 0.0
H 5.10085 0.50663 -4.48226 0.0 0.0 0.0
H 3.26530 0.93336 -2.85096 0.0 0.0 0.0
C -2.10986 4.07279 0.77216 0.0 0.0 0.0
O -1.25131 3.43660 1.69533 0.0 0.0 0.0
C -0.07359 4.17605 1.91634 0.0 0.0 0.0
C 0.83571 3.38924 2.83425 0.0 0.0 0.0
O 1.32741 2.20060 2.26535 0.0 0.0 0.0
C 2.37606 2.39942 1.33323 0.0 0.0 0.0
H -2.44929 5.04309 1.15879 0.0 0.0 0.0
H -2.95469 3.41054 0.60731 0.0 0.0 0.0
H -1.60346 4.23388 -0.18724 0.0 0.0 0.0
H -0.30963 5.14181 2.38997 0.0 0.0 0.0
H 0.42128 4.39221 0.95996 0.0 0.0 0.0
H 0.26414 3.09539 3.71711 0.0 0.0 0.0
H 1.66639 4.03396 3.15635 0.0 0.0 0.0
H 3.22247 2.90574 1.81451 0.0 0.0 0.0
H 2.05088 2.98865 0.46934 0.0 0.0 0.0
H 2.67438 1.41528 0.98398 0.0 0.0 0.0
F 2.33939 -4.09802 0.58030 0.0 0.0 0.0
C 1.48975 -3.07607 0.80199 0.0 0.0 0.0
F 0.66046 -3.01102 -0.23649 0.0 0.0 0.0
F 0.75648 -3.41745 1.87813 0.0 0.0 0.0
C 2.21112 -1.69988 1.01730 -0.1 -0.1 0.0
O 1.39657 -0.66995 0.83190 0.1 0.1 0.0
C 2.76899 -1.66120 2.47916 0.0 0.0 0.0
F 3.35443 -2.81177 2.86989 0.0 0.0 0.0
F 1.79807 -1.39897 3.35463 0.0 0.0 0.0
F 3.68894 -0.68899 2.60773 0.0 0.0 0.0
C 3.42904 -1.64639 0.02830 0.0 0.0 0.0
F 4.47995 -2.39184 0.43383 0.0 0.0 0.0
F 3.87147 -0.39409 -0.11131 0.0 0.0 0.0
F 3.07852 -2.08789 -1.18378 0.0 0.0 0.0
C -1.21502 0.15635 3.66952 0.0 0.0 0.0
C -2.23956 -0.23590 2.60708 0.0 0.0 0.0
C -3.37504 -1.04622 3.23054 0.0 0.0 0.0
C -1.56679 -1.00489 1.46655 0.0 0.1 0.0
H -1.65765 0.80754 4.42853 0.0 0.0 0.0
H -0.35858 0.67256 3.23010 0.0 0.0 0.0
H -0.82612 -0.73697 4.16709 0.0 0.0 0.0
H -2.68060 0.68686 2.20772 0.0 0.0 0.0
H -2.98901 -1.98134 3.64689 0.0 0.0 0.0
H -4.12775 -1.30216 2.48091 0.0 0.0 0.0
H -3.86764 -0.49430 4.03756 0.0 0.0 0.0
H -2.29675 -1.54170 0.86071 0.0 0.0 0.0
H -0.83777 -1.71092 1.85831 0.0 0.0 0.0
```
Positions in Å, forces in eV/Å.

Properties
* molecular weight: 807.48 g/mol
* E: -2532.338347 hartree
* E_LUMO: 0.1034 Ha
* charge: -1
* orbital gap: 7.19 eV
* HOMO energy: -4.37 eV

Density functional theory data (wB97M-V/def2-TZVPD) for the molecule C21H25NO7.

```
54
Properties=species:S:1:pos:R:3:forces:R:3
C -2.86386 -3.70756 -1.40025 0.1 0.0 0.1
C -2.67562 -3.37172 0.08124 0.0 -0.2 -0.1
C -2.85226 -1.89916 0.30658 -0.6 0.0 0.3
C -4.05933 -1.46120 0.74054 0.4 -0.2 -0.1
C -4.37771 -0.07117 0.94377 -0.7 0.0 0.2
O -5.43146 0.37047 1.33080 0.4 -0.1 -0.1
O -3.37439 0.81962 0.65948 0.0 0.2 0.0
C -2.15480 0.42915 0.23373 0.8 -0.4 -0.3
C -1.25183 1.47486 0.02106 0.0 0.3 0.0
C 0.02400 1.16018 -0.41766 -0.6 -0.6 0.1
C 0.38902 -0.17117 -0.63655 0.2 -0.1 -0.1
C -0.49883 -1.20084 -0.40801 -0.1 0.6 0.0
O -0.14880 -2.50812 -0.57265 -0.1 0.1 0.2
C 0.99488 -2.83569 -1.33011 0.3 -0.1 -0.4
C 2.34602 -2.72525 -0.61090 -0.5 -0.1 0.0
O 3.38100 -2.83697 -1.22584 0.1 0.0 -0.3
N 2.26630 -2.55184 0.72300 -0.2 0.1 0.4
C 3.43632 -2.33576 1.54172 0.3 0.1 0.1
C 3.37059 -0.99027 2.26924 -0.1 -0.1 -0.3
C 3.25697 0.14163 1.26690 0.0 -0.1 0.2
O 3.91878 0.25184 0.27317 0.2 -0.1 -0.3
O 2.30642 1.01174 1.60973 -0.4 0.4 0.3
C -1.81991 -0.92473 0.03496 0.1 0.3 0.0
O 1.00204 2.07951 -0.60517 0.2 -0.1 0.0
C 0.62823 3.46800 -0.63026 -0.1 0.9 0.0
C 1.92564 4.23726 -0.37905 -0.3 -0.4 -0.1
C 0.07700 3.80117 -2.01842 0.2 -0.3 0.3
C -0.39223 3.74795 0.47837 0.0 -0.3 -0.2
C -1.64525 2.89675 0.29989 0.1 0.1 0.1
H -2.75563 -4.77776 -1.55632 0.0 -0.1 -0.1
H -2.12580 -3.19226 -2.00813 0.1 0.0 -0.1
H -3.85552 -3.40615 -1.73033 -0.1 0.0 -0.1
H -1.69152 -3.69917 0.40834 -0.1 0.0 0.1
H -3.43007 -3.90594 0.66156 0.0 0.1 0.0
H -4.85932 -2.15203 0.95533 0.0 -0.1 0.0
H 1.39705 -0.36046 -0.96922 0.1 0.0 0.0
H 1.05070 -2.24771 -2.25316 0.0 0.0 0.1
H 0.86096 -3.88726 -1.60575 0.1 0.2 0.0
H 1.35828 -2.47165 1.15569 0.0 0.0 -0.2
H 4.29028 -2.34982 0.85945 -0.1 0.0 0.2
H 3.53708 -3.14655 2.27050 0.1 0.1 -0.1
H 2.51723 -0.94514 2.94696 0.1 0.0 0.1
H 4.28729 -0.85306 2.84457 0.0 0.0 0.1
H 2.16433 1.65644 0.88392 0.2 -0.3 0.0
H 2.27409 4.08421 0.64007 0.0 0.0 0.1
H 1.76487 5.29963 -0.53545 0.0 0.1 0.0
H 2.69467 3.89080 -1.06467 0.1 0.0 -0.1
H -0.27772 4.82751 -2.04566 -0.1 0.1 0.0
H -0.74226 3.13516 -2.27661 -0.1 0.0 -0.1
H 0.86119 3.67840 -2.76149 0.1 0.0 -0.1
H -0.64503 4.80770 0.47885 0.1 0.0 0.0
H 0.06992 3.50639 1.43891 0.0 0.1 0.0
H -2.25982 2.93040 1.20063 0.0 0.1 -0.1
H -2.26214 3.27969 -0.51726 0.0 0.0 0.0
```
Positions in Å, forces in eV/Å.

Properties
* molecular weight: 403.43 g/mol
* E: -1396.740321 hartree
* E_LUMO: 0.0066 Ha
* charge: 0
* orbital gap: 8.69 eV
* HOMO energy: -8.51 eV